{
  "formula": "C11H16N4O2",
  "method": "ωB97M-V with the def2-TZVPD basis set",
  "total_energy_ha": -798.33760,
  "relative_energy_kcal_mol": 0.0,
  "mol_weight_g_mol": 236.28,
  "e_homo_ev": -8.46,
  "orbital_gap_ev": 9.19,
  "elements": ["C", "C", "C", "C", "N", "C", "N", "C", "C", "C", "O", "N", "C", "C", "O", "N", "C", "H", "H", "H", "H", "H", "H", "H", "H", "H", "H", "H", "H", "H", "H", "H", "H"],
  "xyz": [[-1.916, -1.611, -2.285], [-2.470, -1.477, -0.871], [-1.946, -2.552, 0.082], [-0.453, -2.412, 0.399], [-0.166, -1.168, 1.067], [-0.544, -0.789, 2.301], [-0.170, 0.433, 2.618], [0.488, 0.879, 1.526], [0.509, -0.094, 0.535], [1.167, 0.104, -0.719], [1.257, -0.700, -1.632], [1.729, 1.378, -0.798], [2.429, 1.727, -2.023], [1.717, 2.377, 0.169], [2.253, 3.445, -0.031], [1.074, 2.094, 1.355], [1.029, 3.079, 2.413], [-2.123, -2.603, -2.681], [-2.385, -0.879, -2.938], [-0.843, -1.445, -2.309], [-2.228, -0.488, -0.474], [-3.559, -1.556, -0.905], [-2.510, -2.508, 1.017], [-2.105, -3.537, -0.360], [0.136, -2.433, -0.518], [-0.138, -3.238, 1.045], [-1.090, -1.427, 2.967], [2.373, 0.870, -2.690], [1.960, 2.598, -2.480], [3.468, 1.969, -1.800], [-0.008, 3.325, 2.642], [1.501, 2.677, 3.309], [1.561, 3.963, 2.067]]
}